# 1
Here is a molecular structure, C31H28Cl2N5O2S2Sr from the Open Molecules 2025 dataset. Energies are from the ωB97M-V functional and the def2-TZVPD basis.

Results
- Frontier orbital gap: 7.1602 eV
- HOMO level: -10.16 eV
- LUMO level: -3.002 eV
- E_tot: -91698.39577 eV

The geometry in ORCA input format:
```
! RIJCOSX wB97M-V def2-TZVPD def2/J DEFGRID3
* xyz 1 1
Sr -0.39 -0.12 -0.22
N 2.07 -0.22 0.99
C 1.93 -0.89 2.30
C 0.97 -0.15 3.21
N -0.35 0.11 2.61
C -1.50 -0.55 3.23
C -1.82 -1.89 2.59
N -2.14 -1.73 1.16
H 2.80 -0.66 0.45
H 2.35 0.75 1.11
H 2.89 -0.99 2.82
H 1.57 -1.91 2.12
H 1.42 0.81 3.50
H 0.85 -0.72 4.14
H -0.50 1.11 2.58
H -2.36 0.12 3.13
H -1.34 -0.69 4.30
H -2.63 -2.36 3.15
H -0.96 -2.56 2.67
H -2.99 -1.18 1.06
H -2.36 -2.63 0.75
S 2.99 -6.85 -1.80
C 3.56 -7.56 -0.36
C 3.36 -6.75 0.71
C 2.73 -5.53 0.35
C 2.47 -5.44 -0.99
C 1.83 -4.33 -1.71
C 1.39 -3.19 -1.01
N 0.81 -2.14 -1.56
C 0.62 -2.15 -2.91
C 1.00 -3.23 -3.70
C 0.77 -3.21 -5.12
C 0.18 -2.15 -5.70
C -0.20 -1.00 -4.93
C -0.80 0.13 -5.52
C -1.13 1.22 -4.76
C -0.85 1.14 -3.38
N -0.30 0.10 -2.80
C 0.02 -0.98 -3.55
C -1.74 2.45 -5.31
C -2.05 3.60 -4.63
C -2.63 4.59 -5.46
C -2.76 4.17 -6.75
S -2.14 2.59 -6.96
C 1.62 -4.33 -3.07
H 4.01 -8.54 -0.38
H 3.65 -7.01 1.72
H 2.50 -4.75 1.07
H 1.51 -3.14 0.07
H 1.07 -4.07 -5.71
H 0.01 -2.14 -6.77
H -0.97 0.11 -6.59
H -1.07 1.98 -2.74
H -1.87 3.76 -3.57
H -2.94 5.57 -5.12
H -3.17 4.71 -7.59
H 1.92 -5.17 -3.69
Cl -4.04 6.36 1.77
C -2.98 5.06 1.32
C -1.66 5.06 1.77
C -0.79 4.06 1.41
Cl 0.84 4.09 2.01
C -1.18 2.99 0.57
O -0.35 2.09 0.17
C -2.56 2.97 0.20
C -3.19 1.85 -0.48
O -2.68 0.75 -0.71
C -3.43 4.02 0.55
H -1.31 5.87 2.39
H -4.23 2.03 -0.78
H -4.47 3.99 0.24
*
```


# 2
Here is a molecular structure, C31H28CoN4O6S from the Open Molecules 2025 dataset. Energies are from the ωB97M-V functional and the def2-TZVPD basis.

Results
- Frontier orbital gap (alpha / beta): 7.7230 / 7.7224 eV
- HOMO level (alpha / beta): -10.91 / -10.91 eV
- LUMO level (alpha / beta): -3.187 / -3.188 eV
- E_tot: -99305.46725 eV

The geometry in ORCA input format:
```
! RIJCOSX wB97M-V def2-TZVPD def2/J DEFGRID3
* xyz 1 1
Co 0.13 1.07 0.08
C 4.28 1.54 0.15
C 2.84 1.96 0.11
O 2.02 1.03 -0.12
C 2.45 3.31 0.30
C 3.45 4.31 0.50
C 3.13 5.63 0.64
C 1.77 6.01 0.56
C 0.78 5.09 0.36
C 1.08 3.71 0.24
O 0.08 2.91 0.05
H 4.34 0.46 0.12
H 4.76 1.91 1.06
H 4.82 1.95 -0.70
H 4.49 4.02 0.54
H 3.89 6.37 0.78
H 1.50 7.05 0.66
H -0.26 5.38 0.30
C -4.17 -4.44 -2.75
C -3.66 -3.07 -2.42
C -2.36 -2.69 -2.75
C -1.89 -1.42 -2.44
C -2.72 -0.53 -1.79
C -4.03 -0.88 -1.47
C -4.49 -2.14 -1.79
S -2.14 1.06 -1.33
O -3.15 2.02 -1.66
O -0.76 1.18 -1.87
N -1.72 1.04 0.20
C -2.28 1.25 1.44
C -3.59 1.41 1.80
C -3.90 1.58 3.17
C -2.94 1.58 4.15
C -1.58 1.44 3.79
C -0.50 1.46 4.70
C 0.78 1.33 4.24
C 1.01 1.17 2.87
N 0.03 1.14 2.00
C -1.27 1.27 2.44
H -3.54 -4.93 -3.49
H -5.19 -4.40 -3.14
H -4.19 -5.07 -1.86
H -1.72 -3.39 -3.28
H -0.89 -1.12 -2.72
H -4.69 -0.15 -1.01
H -5.51 -2.42 -1.55
H -4.37 1.44 1.06
H -4.94 1.71 3.45
H -3.21 1.71 5.19
H -0.70 1.58 5.76
H 1.63 1.34 4.92
H 2.02 1.07 2.48
O 5.39 -2.62 -2.66
C 4.33 -3.54 -2.76
N 3.30 -2.97 -1.92
C 2.11 -3.59 -1.76
O 1.83 -4.64 -2.31
C 1.11 -2.91 -0.87
C 0.16 -3.68 -0.23
C -0.78 -3.06 0.57
C -0.76 -1.68 0.67
N 0.15 -0.92 0.04
C 1.07 -1.53 -0.71
H 6.12 -2.91 -3.22
H 4.62 -4.53 -2.39
H 3.96 -3.64 -3.78
H 3.56 -2.17 -1.37
H 0.17 -4.76 -0.37
H -1.54 -3.62 1.09
H -1.50 -1.16 1.26
H 1.77 -0.88 -1.22
*
```


# 3
Here is 2 unconnected molecules or ions with the total composition C31H28N2O4 from the Open Molecules 2025 dataset. Energies are from the ωB97M-V functional and the def2-TZVPD basis.

Results
- Frontier orbital gap: 3.5986 eV
- HOMO level: -6.25 eV
- LUMO level: -2.656 eV
- E_tot: -43770.15239 eV

The geometry in ORCA input format:
```
! RIJCOSX wB97M-V def2-TZVPD def2/J DEFGRID3
* xyz 0 1
C -2.93 -0.18 4.13
C -3.18 -0.91 2.80
C -3.93 -2.22 3.05
O -4.03 -0.06 1.99
C -3.39 1.05 1.47
O -4.01 2.06 1.10
C -1.97 1.04 1.37
C -1.26 2.26 0.93
C -1.05 3.22 2.06
C 0.09 3.14 2.85
C 0.28 4.02 3.89
C -0.66 5.00 4.17
C -0.46 5.91 5.22
N -0.30 6.66 6.09
C -1.82 5.05 3.41
C -2.01 4.16 2.37
C -1.23 -0.13 1.70
O -0.01 -0.12 1.53
O -1.90 -1.22 2.21
H -2.40 0.76 3.94
H -3.87 0.06 4.62
H -2.31 -0.79 4.79
H -4.11 -2.73 2.11
H -3.35 -2.88 3.69
H -4.89 -2.03 3.52
H -0.29 1.98 0.50
H -1.83 2.75 0.13
H 0.81 2.37 2.65
H 1.18 3.97 4.49
H -2.56 5.80 3.62
H -2.93 4.17 1.81
C 2.52 -4.74 1.09
N 2.24 -3.76 0.04
C 1.10 -3.02 -0.07
C 1.18 -2.20 -1.20
C 0.13 -1.38 -1.67
C 0.20 -0.46 -2.78
C 1.30 0.39 -2.97
C 1.40 1.18 -4.09
C 0.42 1.15 -5.07
C 0.58 1.95 -6.32
C -0.70 0.35 -4.87
C -0.83 -0.42 -3.74
C 2.45 -2.48 -1.82
C 3.06 -2.04 -3.00
C 4.31 -2.50 -3.33
C 4.98 -3.41 -2.51
C 4.38 -3.90 -1.36
C 3.10 -3.44 -1.02
H 3.51 -5.18 0.94
H 2.50 -4.25 2.06
H 1.78 -5.54 1.07
H 0.28 -3.05 0.63
H -0.84 -1.53 -1.21
H 2.08 0.41 -2.23
H 2.26 1.81 -4.23
H -0.29 1.84 -6.98
H 0.69 3.01 -6.09
H 1.46 1.63 -6.87
H -1.47 0.32 -5.63
H -1.70 -1.04 -3.61
H 2.54 -1.36 -3.65
H 4.78 -2.15 -4.23
H 5.97 -3.73 -2.77
H 4.89 -4.61 -0.74
*
```


# 4
Here is a molecular structure, C31H29BCo2O8S2 from the Open Molecules 2025 dataset. Energies are from the ωB97M-V functional and the def2-TZVPD basis.

Results
- Frontier orbital gap: 3.2469 eV
- HOMO level: -6.19 eV
- LUMO level: -2.944 eV
- E_tot: -146590.59194 eV

The geometry in ORCA input format:
```
! RIJCOSX wB97M-V def2-TZVPD def2/J DEFGRID3
* xyz 0 1
C 5.14 4.33 -1.26
C 3.90 3.92 -0.58
C 3.74 3.77 0.79
C 2.45 3.30 1.14
C 1.66 3.00 0.04
B 0.88 0.26 0.65
C 0.49 2.16 0.27
C -0.35 2.63 1.37
C -1.25 3.62 1.02
C -1.35 3.89 -0.35
C -2.10 4.98 -0.98
S -0.50 2.70 -1.25
O 1.86 0.03 -0.33
C 2.82 -0.86 0.26
C 2.77 -2.17 -0.53
C 4.15 -0.15 0.02
C 2.35 -0.94 1.77
C 1.68 -2.26 2.14
C 3.44 -0.64 2.77
O 1.31 0.06 1.94
S 2.46 3.42 -1.44
H 5.90 4.46 -0.48
H 5.44 3.53 -1.93
H 5.06 5.27 -1.83
H 4.53 3.95 1.51
H 2.09 3.13 2.16
H -0.17 2.31 2.38
H -1.80 4.24 1.72
H -2.43 5.70 -0.22
H -1.45 5.51 -1.70
H -2.98 4.62 -1.53
H 3.11 -3.02 0.07
H 1.76 -2.36 -0.91
H 3.42 -2.09 -1.41
H 5.00 -0.73 0.39
H 4.27 -0.03 -1.06
H 4.13 0.87 0.44
H 1.03 -2.64 1.33
H 2.45 -3.01 2.36
H 1.04 -2.11 3.02
H 4.21 -1.43 2.70
H 3.90 0.33 2.57
H 3.01 -0.64 3.77
O 0.18 0.71 -3.97
C -0.55 0.69 -3.08
Co -1.71 0.83 -1.76
C -2.78 1.25 -0.40
O -3.45 1.49 0.53
C -2.87 0.00 -2.69
O -3.66 -0.53 -3.35
C -2.42 -2.27 -0.36
C -3.82 -2.48 -0.70
C -4.81 -1.73 -0.04
C -6.17 -2.00 -0.25
C -6.57 -3.01 -1.12
C -5.60 -3.78 -1.76
C -4.25 -3.52 -1.56
C -1.35 -1.53 -0.18
C -0.68 -0.22 -0.46
Co -1.19 -3.31 0.48
C -2.04 -4.80 0.32
O -2.60 -5.81 0.19
C -1.37 -3.42 2.26
O -1.43 -3.70 3.39
C 0.09 -4.31 -0.21
O 0.87 -5.10 -0.56
H -4.51 -0.95 0.65
H -6.90 -1.39 0.27
H -7.64 -3.19 -1.30
H -5.92 -4.58 -2.44
H -3.50 -4.13 -2.08
H -0.57 0.35 0.55
H 0.11 -0.45 -1.19
*
```